1.
This record from the OMol25 dataset describes C5H8BF4HgN4O7P2 as an isolated structure. The level of theory is ωB97M-V/def2-TZVPD.

Each line ends with the Mulliken spin population.
Element x y z (Å)
Hg1 -1.152 0.706 1.517  0.842
O1 -1.515 1.142 -1.464  0.003
P1 -3.026 1.702 -1.443  0.018
O2 -3.446 2.309 -2.711  -0.001
O3 -3.122 2.591 -0.182  -0.005
O4 -3.893 0.416 -1.095  0.007
P2 -3.569 -0.912 -0.191  -0.005
O5 -2.290 -1.443 -1.021  0.006
O6 -4.728 -1.813 -0.278  0.008
O7 -3.092 -0.487 1.185  0.034
H1 -1.529 0.182 -1.653  -0.002
H2 -1.741 -2.085 -0.527  0.005
N1 -1.219 3.768 0.968  0.054
C1 -0.303 3.756 1.683  -0.013
H3 -2.264 3.166 0.202  -0.005
N2 4.417 2.019 0.926  0.001
C2 3.423 1.097 0.592  -0.002
C3 2.073 1.419 0.741  0.020
N3 1.137 0.555 0.382  0.033
C4 1.513 -0.616 -0.137  -0.011
C5 2.856 -0.922 -0.266  -0.005
N4 3.816 -0.072 0.100  0.002
H4 4.147 2.656 1.661  0.000
H5 5.298 1.564 1.114  0.000
H6 1.730 2.363 1.151  0.005
H7 0.747 -1.324 -0.413  0.007
H8 3.157 -1.887 -0.652  0.002
F1 -0.589 -3.096 0.150  -0.002
B1 0.524 -3.996 -0.037  0.004
F2 1.122 -3.677 -1.274  0.000
F3 0.072 -5.311 -0.027  0.000
F4 1.446 -3.769 0.999  -0.001

Spin multiplicity = 2
ΔE to the lowest compared entry with this formula, charge and spin = 0.130 eV
Highest occupied orbital energy (alpha / beta) = -2.4402 / -4.3684 eV
Net charge = -2
⟨S²⟩ = 0.754
Frontier orbital gap (alpha / beta) = 7.2 / 8.1 eV
LUMO (alpha / beta) = 4.731 / 3.707 eV

=====

2.
This record from the OMol25 dataset describes C9H12BF5O4PbS2 as an isolated structure. The level of theory is ωB97M-V/def2-TZVPD.

Each line ends with the natural charge from an NBO analysis.
Element x y z (Å)
C1 1.497 -0.169 1.452  -0.651
C2 1.827 -0.953 0.184  0.052
C3 0.811 -2.056 -0.076  -0.082
O1 0.248 -1.985 -1.394  -0.487
C4 -0.803 -1.170 -1.524  0.785
O2 -0.754 -0.130 -2.130  -0.500
C5 -2.158 -1.612 -0.965  -0.623
S1 -2.416 -1.305 0.814  0.349
B1 -3.050 0.304 0.974  0.179
C6 -2.699 1.644 0.181  0.354
F1 -1.523 1.686 -0.373  -0.238
F2 -2.747 2.620 1.153  -0.331
C7 -3.817 1.999 -0.826  0.933
F3 -3.487 2.900 -1.690  -0.223
F4 -4.232 0.912 -1.450  -0.282
F5 -4.883 2.452 -0.059  -0.387
O3 3.078 -1.613 0.265  -0.511
C8 4.175 -0.800 0.400  0.783
O4 4.972 -1.028 1.273  -0.498
C9 4.392 0.349 -0.559  -0.649
S2 5.055 1.704 0.465  0.052
H1 2.381 0.103 2.008  0.259
H2 0.878 -0.722 2.142  0.201
H3 1.012 0.764 1.204  0.211
H4 1.802 -0.257 -0.641  0.197
H5 1.327 -2.998 -0.019  0.253
H6 0.061 -2.074 0.708  0.158
H7 -2.918 -1.121 -1.538  0.267
H8 -2.288 -2.676 -1.099  0.292
H9 -3.885 0.466 1.862  -0.267
H10 3.499 0.691 -1.050  0.223
H11 5.158 0.041 -1.252  0.270
H12 4.976 2.694 -0.436  0.128
Pb1 -5.490 1.341 1.998  1.784

Highest occupied orbital energy = -12.9021 eV
Net charge = +2
Frontier orbital gap = 1.4 eV
LUMO = -11.493 eV

=====

3.
This record from the OMol25 dataset describes C30H45BiNO2P2S2 as an isolated structure. The level of theory is ωB97M-V/def2-TZVPD.

Each line ends with the Löwdin charge.
Element x y z (Å)
Bi1 -1.250 0.037 1.909  1.598
C1 1.212 -2.473 0.842  -0.177
C2 1.859 -1.423 1.531  -0.192
C3 -0.078 -1.979 2.700  -0.472
C4 0.026 -2.797 1.496  -0.199
C5 1.056 -1.034 2.632  -0.388
C6 1.794 -3.224 -0.301  -0.005
H1 1.872 -2.594 -1.196  0.042
H2 1.188 -4.101 -0.560  0.082
H3 2.806 -3.578 -0.067  0.103
C7 -0.873 -3.922 1.168  0.003
H4 -0.576 -4.421 0.236  0.091
H5 -1.894 -3.557 1.018  0.060
H6 -0.890 -4.668 1.973  0.104
C8 -0.766 -2.389 3.968  -0.089
H7 -0.741 -3.492 4.028  0.098
H8 -1.840 -2.109 4.018  -0.022
H9 -0.283 -1.949 4.854  0.093
C9 1.460 -0.139 3.747  -0.085
H10 2.043 -0.694 4.502  0.106
H11 0.588 0.287 4.260  0.064
H12 2.088 0.690 3.389  0.095
C10 3.191 -0.863 1.214  -0.005
H13 3.736 -0.584 2.127  0.095
H14 3.113 0.041 0.588  0.060
H15 3.818 -1.586 0.664  0.095
C11 1.432 -0.500 -2.435  -0.116
C12 2.733 -0.778 -2.571  -0.122
C13 3.919 0.116 -2.411  -0.187
C14 3.574 1.612 -2.212  -0.187
C15 2.928 1.871 -0.890  -0.135
C16 1.638 2.146 -0.637  -0.200
C17 0.417 1.369 -1.103  -0.283
C18 0.643 0.764 -2.506  -0.232
H16 4.551 0.000 -3.300  0.115
H17 2.971 1.963 -3.068  0.094
H18 4.564 -0.231 -1.586  0.113
H19 1.096 1.509 -3.171  0.038
H20 0.775 -1.358 -2.194  0.104
H21 3.009 -1.804 -2.867  0.114
H22 -0.336 0.509 -2.935  0.121
H23 0.147 0.548 -0.386  0.024
H24 1.422 2.878 0.178  0.034
H25 -0.474 2.030 -1.092  0.048
H26 4.515 2.196 -2.229  0.125
H27 3.645 2.035 -0.062  0.117
P1 0.574 3.837 -2.811  0.869
C19 -0.218 4.209 -4.428  -0.276
C20 2.096 4.869 -3.051  -0.265
P2 -0.458 4.615 0.087  0.819
C21 -0.472 4.943 -1.766  -0.566
C22 1.186 5.406 0.452  -0.304
C23 -1.515 6.087 0.470  -0.323
H28 -1.308 4.200 -4.311  0.038
H29 0.078 3.439 -5.152  0.039
H30 0.110 5.193 -4.783  0.036
H31 1.830 5.749 -3.650  0.036
H32 2.833 4.276 -3.610  0.034
H33 2.549 5.187 -2.106  0.028
H34 -1.274 6.930 -0.196  0.044
H35 -1.349 6.375 1.514  0.033
H36 -2.565 5.800 0.325  0.034
H37 -1.522 4.853 -2.108  0.051
H38 -0.134 5.979 -1.956  0.051
H39 1.113 5.855 1.449  0.037
H40 1.448 6.189 -0.276  0.043
H41 1.989 4.659 0.462  0.012
O1 -3.908 -3.776 -1.632  -0.276
S1 -4.796 -3.380 -0.564  0.656
O2 -6.179 -3.117 -0.876  -0.258
N1 -4.080 -2.177 0.342  -0.090
C24 -3.931 -2.493 1.616  -0.688
S2 -3.423 -1.166 2.658  0.526
C25 -4.214 -3.919 1.935  -0.220
C26 -3.857 -4.735 3.021  -0.019
C27 -4.149 -6.103 2.978  -0.048
C28 -4.774 -6.675 1.855  -0.034
C29 -5.048 -5.880 0.732  -0.017
C30 -4.729 -4.534 0.788  -0.227
H42 -3.334 -4.296 3.871  0.112
H43 -3.883 -6.743 3.825  0.116
H44 -5.033 -7.737 1.828  0.119
H45 -5.483 -6.273 -0.193  0.136

ΔE to the lowest compared entry with this formula, charge and spin = 2.416 eV
Highest occupied orbital energy (alpha / beta) = -10.1002 / -10.1001 eV
Net charge = +1
Frontier orbital gap (alpha / beta) = 3.8 / 3.8 eV
LUMO (alpha / beta) = -6.290 / -6.288 eV

=====

4.
This record from the OMol25 dataset describes a 3-piece molecular cluster, C32H51F17N2O4 overall. The level of theory is ωB97M-V/def2-TZVPD.

Each line ends with the Löwdin charge.
Element x y z (Å)
C1 5.217 0.125 3.906  -0.135
C2 4.585 1.484 3.317  -0.263
C3 2.991 1.601 3.492  -0.208
C4 2.338 1.567 2.029  -0.247
C5 2.127 3.001 1.353  -0.188
C6 1.541 2.933 -0.171  -0.188
C7 1.309 1.447 -0.700  -0.226
C8 0.633 1.342 -2.150  -0.202
C9 1.222 0.192 -3.093  -0.202
C10 1.350 -1.253 -2.419  -0.162
C11 0.216 -1.610 -1.355  -0.224
C12 -1.322 -1.360 -1.708  -0.108
O1 -1.950 -2.648 -2.038  -0.040
C13 -1.119 -3.794 -1.794  -0.302
O2 -1.248 -4.959 -2.183  0.085
C14 0.052 -3.159 -0.902  -0.158
C15 0.103 -3.486 0.664  -0.102
C16 -0.681 -2.455 1.602  -0.067
C17 -2.182 -2.876 1.942  -0.300
F1 -2.249 -4.256 2.315  0.052
F2 -2.933 -2.752 0.747  0.066
C18 -2.764 -2.050 3.182  -0.206
F3 -2.083 -0.817 3.413  0.076
F4 -2.481 -2.836 4.344  0.076
C19 -4.356 -1.852 3.177  -0.210
F5 -4.921 -3.068 2.759  0.115
F6 -4.776 -1.672 4.532  0.086
C20 -4.869 -0.563 2.384  -0.189
F7 -3.947 -0.159 1.370  0.079
F8 -4.875 0.515 3.317  0.094
C21 -6.284 -0.732 1.655  -0.191
F9 -6.009 -1.407 0.431  0.100
F10 -7.232 -1.445 2.442  0.100
C22 -6.994 0.702 1.369  -0.207
F11 -7.604 1.050 2.612  0.090
F12 -6.082 1.693 0.972  0.112
C23 -8.118 0.619 0.227  -0.197
F13 -7.521 0.955 -1.023  0.088
F14 -8.730 -0.659 0.140  0.100
C24 -9.330 1.666 0.425  -0.329
F15 -9.894 1.851 -0.864  0.101
F16 -10.273 1.014 1.259  0.104
F17 -8.935 2.905 0.925  0.132
H1 5.482 -0.630 3.078  0.072
H2 6.170 0.415 4.481  0.072
H3 4.500 -0.439 4.608  0.069
H4 4.875 1.537 2.211  0.099
H5 5.072 2.403 3.807  0.103
H6 2.646 2.485 4.118  0.108
H7 2.645 0.649 4.044  0.100
H8 1.303 1.062 2.092  0.102
H9 2.977 0.851 1.396  0.104
H10 1.375 3.577 2.004  0.112
H11 3.125 3.554 1.408  0.105
H12 0.541 3.492 -0.124  0.111
H13 2.258 3.535 -0.819  0.105
H14 0.570 0.951 0.034  0.094
H15 2.250 0.783 -0.648  0.114
H16 -0.489 1.207 -1.997  0.098
H17 0.823 2.341 -2.681  0.113
H18 0.520 0.128 -4.005  0.113
H19 2.255 0.510 -3.485  0.118
H20 2.399 -1.428 -1.978  0.127
H21 1.262 -2.022 -3.276  0.109
H22 0.651 -1.169 -0.388  0.119
H23 -1.987 -0.843 -0.937  0.128
H24 -1.382 -0.684 -2.636  0.126
H25 1.059 -3.582 -1.264  0.132
H26 1.213 -3.424 0.965  0.131
H27 -0.215 -4.559 0.892  0.134
H28 -0.127 -2.413 2.612  0.145
H29 -0.717 -1.384 1.224  0.120
C25 3.721 -8.118 -4.482  -0.110
O3 2.803 -7.266 -5.147  -0.194
C26 1.567 -7.082 -4.463  -0.194
C27 1.605 -6.004 -3.361  -0.426
C28 2.285 -6.472 -2.078  -0.062
N1 2.261 -4.775 -3.829  0.046
H30 3.219 -8.930 -3.949  0.090
H31 4.344 -7.539 -3.796  0.072
H32 4.380 -8.554 -5.235  0.087
H33 0.857 -6.752 -5.229  0.123
H34 1.188 -8.037 -4.080  0.120
H35 0.569 -5.762 -3.105  0.103
H36 3.372 -6.516 -2.170  0.065
H37 2.065 -5.781 -1.259  0.060
H38 1.926 -7.461 -1.782  0.083
H39 1.747 -4.417 -4.631  0.075
H40 3.163 -5.044 -4.223  0.071
C29 0.217 7.099 0.704  -0.103
O4 1.332 6.448 0.118  -0.211
C30 2.135 7.283 -0.709  -0.201
C31 3.168 8.132 0.060  -0.431
C32 2.560 9.345 0.756  -0.074
N2 3.897 7.330 1.050  0.039
H41 -0.212 7.857 0.044  0.091
H42 0.499 7.541 1.662  0.075
H43 -0.545 6.343 0.905  0.086
H44 2.685 6.601 -1.367  0.118
H45 1.508 7.903 -1.361  0.118
H46 3.890 8.510 -0.673  0.135
H47 2.005 9.077 1.657  0.064
H48 3.347 10.039 1.064  0.077
H49 1.885 9.885 0.086  0.078
H50 4.379 6.573 0.566  0.069
H51 3.203 6.847 1.620  0.067

Highest occupied orbital energy = -9.2140 eV
Frontier orbital gap = 9.5 eV
LUMO = 0.328 eV